Entry 1:
Here is a molecular structure, C32H34N5O5Ru at a distorted geometry from the OMol25 dataset. Energies are from ωB97M-V/def2-TZVPD.

ORCA input file:
```
! wB97M-V def2-TZVPD RIJCOSX def2/J DEFGRID3
* xyz 2 2
Ru 0.23350 0.37839 1.30826
O 0.05607 2.43029 0.72254
O 0.81479 -1.04151 5.39010
O -1.85149 0.13814 2.02444
O 0.56136 4.51474 1.12925
O 0.28764 -1.02975 3.20226
N -0.15793 -1.09380 -2.69018
N -0.33186 -0.21163 -0.54653
N 0.78073 1.54398 3.04105
N 1.54428 -1.42593 -1.19641
N -3.88119 0.32687 3.01192
C -2.76441 -0.10183 -0.71651
C 0.55970 -2.75586 -5.89714
C 1.80266 -0.98992 -4.17349
C -1.48250 -2.90362 -4.41851
C 1.64357 3.60208 3.81261
C 0.68310 -0.48214 4.20665
C 0.35057 -0.87907 -1.46466
C 3.06728 -0.18202 1.94683
C 4.30615 -0.76534 1.86077
C -0.12126 2.14325 -2.32350
C 2.45016 -1.39236 -5.33411
C 1.97019 3.00675 5.03144
C 1.82735 -2.27982 -6.19621
C 2.06643 -0.36534 0.96636
C 4.59104 -1.59052 0.77511
C -4.27773 -1.04515 2.70400
C 0.53429 3.25882 1.48302
C -3.93623 0.49181 -1.15899
C -0.10281 -2.38348 -4.73251
C 3.99150 -2.71793 -1.37504
C 1.05744 0.98013 4.19858
C 1.65223 1.67488 5.24428
C -2.62834 2.16338 -2.28249
C -1.43794 1.57567 -1.85720
C -4.84448 1.16309 3.72681
C -1.53165 0.44681 -1.04395
C 3.66270 -1.80966 -0.21705
C 1.03095 2.82187 2.85293
C 2.40893 -1.16865 -0.12543
C 0.54847 -1.50257 -3.87432
C -3.86481 1.63827 -1.93782
C -2.70368 0.79533 2.65266
H 2.32240 -2.59552 -7.10484
H 1.88356 4.64333 3.63622
H -4.46397 2.17828 3.80884
H 1.86569 1.17489 6.17888
H -4.67529 -1.50817 3.60573
H 3.42796 -0.99282 -5.57028
H -1.52650 -3.35108 -3.42329
H 1.91146 -2.00517 -1.93694
H -4.89595 0.05644 -0.91056
H 5.55963 -2.07002 0.70045
H -2.53037 1.83713 2.94306
H -3.41648 -1.60421 2.35510
H -5.78527 1.18638 3.17983
H 0.58450 -1.98568 5.32910
H -2.23670 -2.11118 -4.45996
H -2.78829 -1.00384 -0.11906
H 2.88496 0.45627 2.79699
H -1.14570 -0.91142 -2.78558
H 0.70808 1.87491 -1.67153
H 4.96190 -3.18546 -1.22668
H -5.05228 -1.04553 1.93727
H -5.02583 0.76465 4.72369
H 2.26400 -0.25500 -3.52275
H 0.89993 5.11339 1.80839
H -4.76994 2.11575 -2.29009
H 3.26342 -3.52726 -1.48419
H -1.78015 -3.66144 -5.14004
H 5.05379 -0.58852 2.62352
H 2.46199 3.58290 5.80368
H 0.06821 -3.44073 -6.57817
H 0.11872 1.77957 -3.32614
H -0.16918 3.23093 -2.37523
H -2.57749 3.04439 -2.91275
H 4.03439 -2.17282 -2.32249
*
```

The value obtained for the total energy is -53994.37026 eV. Its LUMO energy (spin up / spin down) is -6.58 / -6.67 eV. As for the expectation value of S²: 0.778. Its energy relative to the best compared isomer or geometry (same formula, charge and spin) is 0.260 eV. The HOMO energy (spin up / spin down) comes out at -12.96 / -12.88 eV. The largest force on an atom comes out at 1.31 eV/A. As for the orbital gap (spin up / spin down): 6.39 / 6.21 eV.

Results of the Mulliken charge analysis, in e, for atoms 1 through 6: 0.052, -0.248, -0.445, -0.762, -0.451, -0.452

***

Entry 2:
Here is a molecular structure, C32H34N7O2PRh from the OMol25 dataset. Energies are from ωB97M-V/def2-TZVPD.

ORCA input file:
```
! wB97M-V def2-TZVPD RIJCOSX def2/J DEFGRID3
* xyz 3 1
Rh 0.41210 0.45330 -0.00798
P 0.88769 -1.85190 -0.13265
O 2.42152 1.02910 -3.56181
O 2.55430 0.98108 3.44492
N -1.68600 0.56188 0.16044
N -1.36998 4.22940 0.15931
N 0.75163 0.66587 -2.11227
N 0.04464 2.57024 0.02532
N 2.38043 0.76098 -0.06014
N -3.50805 1.75990 0.34516
N 0.83836 0.63196 2.04748
C 1.25461 0.82918 -4.42391
C -0.45744 -3.06779 -0.14207
C 0.06160 0.73122 -3.44150
C -2.71922 -2.33675 -4.60242
C 1.95473 -2.38995 1.22811
C -1.38290 -0.06008 5.09819
C -2.75871 -0.29040 0.27005
C -1.29235 -1.22447 3.00687
C -2.75352 -2.00583 4.74710
C 0.75503 3.74245 -0.03463
C -1.51941 -1.18369 -2.86611
C 1.39939 0.82878 4.33584
C 5.02133 1.42141 -0.10579
C -1.23197 2.89334 0.14381
C -2.23830 -2.13289 3.46813
C 4.31751 1.29905 -1.30123
C -2.42624 -2.15842 -3.25944
C 3.02782 0.92060 1.09239
C 0.18226 0.80928 3.38140
C 1.80989 -2.27191 -1.63347
C 4.37171 1.24921 1.11483
C 2.97519 0.96753 -1.23141
C -1.19482 -0.56075 -5.15412
C 2.00533 0.86959 -2.33896
C -2.32436 -0.96380 5.56106
C -2.17437 1.79699 0.21935
C -0.11834 4.78448 0.04680
C -0.89057 -0.38291 -3.80509
C -3.89715 0.44323 0.37884
C -2.10280 -1.53111 -5.54928
C -0.85622 -0.19169 3.81356
C 2.10464 0.81109 2.23629
H -4.13591 2.54767 0.40466
H -2.22733 4.75595 0.24002
H 2.09716 -3.46876 1.14071
H -1.06407 0.74997 5.74527
H -0.48888 1.67715 -3.44363
H 4.78905 1.46110 -2.26138
H 1.41304 1.66986 5.02122
H -1.30775 -1.03383 -1.82042
H 1.42530 -0.08912 -4.98104
H 1.20587 1.67795 -5.09849
H 2.74726 -1.72151 -1.71373
H -0.27599 1.80346 3.35593
H -0.89719 -1.30437 2.00702
H -0.73983 0.06524 -5.91314
H -2.57632 -2.94398 2.83375
H -3.42586 -3.09471 -4.91116
H -0.95595 -3.12314 0.82149
H -2.33019 -1.65655 -6.59909
H -2.65212 -1.35943 0.27039
H 6.07262 1.67697 -0.12436
H 1.52625 -0.10613 4.87779
H -0.01539 -4.04411 -0.34992
H 1.82646 3.77706 -0.13618
H 2.93553 -1.91608 1.18179
H 2.05202 -3.33530 -1.58345
H -3.48556 -2.71272 5.11261
H 1.48637 -2.18672 2.19105
H 1.19320 -2.09550 -2.51485
H 0.03734 5.84942 0.03405
H -4.92780 0.15247 0.48377
H 4.88444 1.37955 2.05855
H -2.91630 -2.78099 -2.51969
H -2.72446 -0.85689 6.56006
H -1.17403 -2.85074 -0.93063
*
```

The value obtained for the total energy is -60538.13188 eV. Its LUMO energy is -9.26 eV. The HOMO energy comes out at -16.45 eV. The largest force on an atom comes out at 0.95 eV/A. As for the orbital gap: 7.19 eV.

Results of the Mulliken charge analysis, in e, for atoms 1 through 6: 0.221, 1.679, -0.403, -0.413, 1.585, -0.079

***

Entry 3:
Here is 2 unconnected molecules or ions with the total composition C32H34NO2 at a distorted geometry from the OMol25 dataset. Energies are from ωB97M-V/def2-TZVPD.

ORCA input file:
```
! wB97M-V def2-TZVPD RIJCOSX def2/J DEFGRID3
* xyz 1 1
O 1.92133 -3.76774 -5.96583
O 0.15035 1.18228 -2.40541
N -1.42172 -0.89512 0.14184
C -2.11546 1.29028 -0.03788
C 0.32748 -0.90226 -4.27700
C -2.07081 -0.34988 3.93570
C 1.37731 2.07035 1.39024
C 0.03515 1.91619 1.73189
C -0.73724 1.59145 4.45362
C 1.88407 3.35500 1.11830
C -0.78410 3.05706 1.83388
C -2.14903 0.61636 6.16835
C 0.92104 -1.10218 0.89657
C -2.87744 0.47161 -1.10573
C -1.19186 0.65245 3.51241
C 1.32404 -3.72138 -7.28852
C 1.02230 -0.93846 -3.03330
C 2.01791 -1.93351 -2.83958
C -0.57425 0.56247 2.08757
C 0.65714 -1.77292 -5.29349
C 2.28045 -2.87339 -3.80512
C -2.57160 -0.99567 -0.78295
C 2.27978 -2.74372 1.98951
C -2.55433 -0.36648 5.25397
C 0.77442 0.06488 -2.03566
C 0.85938 2.43552 -2.43913
C 1.90054 -2.18998 3.21334
C 0.46155 -0.57418 2.10128
C 0.99920 -1.11420 3.27588
C -0.28659 4.32697 1.53316
C 1.60435 -2.80632 -5.06060
C 1.78423 -2.19117 0.81020
C -1.23426 1.59064 5.76429
C -1.69040 0.23522 1.01952
C 1.05985 4.47475 1.18584
H -0.89020 2.35842 6.46450
H 1.46269 5.46837 0.98192
H -0.39881 -0.11087 -4.44780
H 1.67114 -2.84111 -7.85075
H 0.02391 2.33036 4.18717
H 2.60431 -1.88484 -1.91828
H -3.41019 -1.46548 -0.22552
H 0.47131 2.97493 -3.31056
H 1.95174 2.27518 -2.53539
H -2.33842 -1.60982 -1.65842
H 2.04481 1.20272 1.35744
H 1.67203 -4.63016 -7.78327
H 0.69513 -0.71478 4.24562
H 1.50123 0.15435 -1.21522
H -2.36494 -1.14385 3.24926
H -2.53306 0.61628 7.19514
H -3.23997 -1.14971 5.56777
H -0.95460 5.18438 1.56855
H 2.28804 -2.59607 4.14503
H -3.95466 0.65529 -1.06423
H 0.22466 -3.72432 -7.24004
H -1.22496 1.72671 -0.52636
H 3.03045 -3.65391 -3.64217
H 2.94088 3.45056 0.84913
H 2.95647 -3.59028 1.94092
H -2.68778 2.13383 0.36128
H -2.52532 0.73562 -2.11429
H -1.29870 -1.77972 0.63287
H 0.48438 -0.70558 -0.02507
H 2.02320 -2.60714 -0.17081
H 0.64865 3.00512 -1.51864
H 0.19734 -1.67068 -6.28077
H -2.62972 -0.00192 1.56475
H -1.82379 2.95321 2.16908
*
```

The value obtained for the total energy is -39311.85741 eV. Its LUMO energy is -5.21 eV. Its energy relative to the best compared isomer or geometry (same formula, charge and spin) is 1.352 eV. The HOMO energy comes out at -10.90 eV. The largest force on an atom comes out at 3.99 eV/A. As for the orbital gap: 5.69 eV.

Results of the Mulliken charge analysis, in e, for atoms 1 through 6: -0.390, -0.205, -0.356, -0.403, -0.743, 0.234